{
  "formula": "C26H67As2F14N6O12S2V",
  "method": "wB97M-V/def2-TZVPD",
  "elements": ["O", "V", "O", "As", "F", "F", "F", "F", "F", "F", "As", "F", "F", "F", "F", "F", "F", "N", "S", "O", "O", "F", "S", "O", "O", "F", "C", "C", "C", "C", "C", "C", "N", "O", "C", "C", "C", "H", "H", "H", "H", "H", "H", "H", "H", "H", "H", "H", "H", "H", "H", "H", "H", "H", "H", "H", "C", "O", "H", "H", "H", "H", "C", "C", "C", "O", "C", "N", "H", "H", "H", "H", "H", "H", "H", "H", "H", "H", "H", "C", "C", "C", "O", "C", "N", "H", "H", "H", "H", "H", "H", "H", "H", "H", "H", "H", "C", "C", "C", "O", "C", "N", "H", "H", "H", "H", "H", "H", "H", "H", "H", "H", "H", "C", "C", "C", "O", "C", "N", "H", "H", "H", "H", "H", "H", "H", "H", "H", "H", "H"],
  "positions_angstrom": [[-2.59, 1.16, -0.68], [-1.89, 0.92, 0.70], [-2.36, -0.45, 1.30], [6.32, -2.47, -0.48], [7.59, -1.99, -1.59], [5.29, -2.75, -1.85], [5.02, -2.85, 0.55], [7.42, -2.29, 0.86], [5.92, -0.78, -0.38], [6.84, -4.13, -0.56], [0.91, 0.85, 4.36], [1.56, -0.72, 4.51], [-0.26, 0.46, 5.60], [0.23, 2.45, 4.29], [2.05, 1.24, 3.13], [-0.26, 0.30, 3.18], [2.03, 1.38, 5.58], [0.11, 0.54, 0.08], [1.29, 1.47, -0.46], [1.20, 1.80, -1.84], [2.54, 1.24, 0.13], [0.81, 2.84, 0.25], [0.86, -0.95, -0.19], [1.75, -1.36, 0.79], [1.15, -1.16, -1.57], [-0.43, -1.83, 0.00], [2.59, 2.97, -6.37], [1.12, 3.04, -5.92], [0.32, 3.61, -7.08], [-1.17, 3.54, -6.82], [-1.50, 2.06, -6.64], [-0.72, 1.31, -5.51], [0.69, 1.66, -5.66], [1.48, 1.02, -4.68], [-1.33, 1.77, -4.19], [-0.97, -0.15, -5.83], [1.09, 3.95, -4.69], [3.23, 2.63, -5.56], [2.97, 3.98, -6.57], [2.69, 2.42, -7.30], [0.68, 4.64, -7.19], [0.54, 3.12, -8.03], [-1.71, 3.83, -7.74], [-1.56, 4.29, -6.13], [-1.30, 1.56, -7.58], [-2.55, 2.02, -6.31], [-1.48, 2.84, -4.15], [-2.28, 1.27, -3.97], [-0.72, 1.51, -3.32], [-2.04, -0.37, -5.78], [-0.71, -0.38, -6.87], [-0.42, -0.87, -5.23], [0.08, 4.26, -4.39], [1.64, 4.88, -4.83], [1.54, 3.46, -3.82], [1.21, 1.45, -3.86], [1.37, -4.41, -0.83], [1.12, -4.50, 0.55], [1.36, -5.35, -1.39], [0.60, -3.82, -1.34], [2.31, -3.87, -0.97], [0.47, -5.20, 0.70], [-1.87, 4.29, 3.62], [-2.18, 2.97, 2.91], [-3.66, 2.89, 2.57], [-3.83, 1.68, 1.87], [-5.11, 1.49, 1.32], [-1.49, 2.91, 1.61], [-2.24, 4.16, 4.64], [-2.41, 5.13, 3.17], [-0.81, 4.50, 3.66], [-1.99, 2.12, 3.56], [-3.96, 3.75, 1.93], [-4.26, 2.97, 3.48], [-5.27, 2.27, 0.56], [-5.91, 1.64, 2.05], [-5.17, 0.50, 0.89], [-0.48, 3.05, 1.74], [-1.73, 3.68, 0.99], [5.81, 1.54, 2.61], [5.48, 0.10, 2.98], [5.35, -0.05, 4.48], [4.83, -1.32, 4.81], [4.64, -1.42, 6.19], [4.28, -0.36, 2.27], [6.68, 1.94, 3.17], [5.01, 2.26, 2.80], [6.13, 1.62, 1.57], [6.32, -0.50, 2.61], [4.56, 0.64, 4.84], [6.31, 0.25, 4.91], [5.62, -1.37, 6.69], [4.20, -2.39, 6.42], [3.98, -0.66, 6.65], [3.54, 0.28, 2.58], [4.39, -0.11, 1.29], [-6.34, -0.93, -1.54], [-5.59, -1.89, -2.46], [-4.44, -2.68, -1.85], [-3.34, -1.92, -1.46], [-2.54, -1.49, -2.53], [-6.61, -2.81, -3.05], [-6.95, -0.28, -2.17], [-5.65, -0.32, -0.97], [-7.03, -1.48, -0.89], [-5.24, -1.28, -3.30], [-4.15, -3.47, -2.57], [-4.81, -3.23, -0.98], [-2.04, -2.28, -3.10], [-1.71, -0.93, -2.09], [-3.01, -0.74, -3.18], [-6.65, -3.65, -2.49], [-6.25, -3.10, -3.95], [-2.52, -3.05, 3.92], [-1.01, -2.91, 4.19], [-0.47, -4.16, 4.86], [0.72, -3.93, 5.57], [0.52, -3.34, 6.83], [-0.28, -2.63, 2.93], [-3.11, -3.27, 4.82], [-2.74, -3.85, 3.20], [-2.95, -2.11, 3.58], [-0.92, -2.03, 4.83], [-0.27, -4.90, 4.08], [-1.23, -4.68, 5.47], [1.50, -3.18, 7.26], [-0.10, -4.00, 7.46], [-0.01, -2.38, 6.76], [-0.38, -1.63, 2.77], [-0.89, -3.04, 2.22]],
  "gap_ev": 5.81,
  "e_lumo_ha": 0.106,
  "charge": -2,
  "max_force_ev_per_a": 3.56,
  "e_homo_ev": -2.9,
  "energy_ha": -9872.57483
}